Here is the molecule C13H18N2O3 from the OMol25 dataset. Energies are from ωB97M-V/def2-TZVPD.

ORCA input file:
```
! RIJCOSX wB97M-V def2-TZVPD def2/J DEFGRID3
* xyz 0 1
C 1.57 2.48 -0.50
C 2.15 1.45 0.41
C 2.98 1.76 1.44
C 3.54 0.75 2.31
O 4.26 0.94 3.25
O 3.20 -0.56 2.00
C 2.39 -0.87 0.99
C 2.16 -2.35 0.85
C 1.81 0.07 0.20
C 0.96 -0.32 -0.97
O 1.42 -0.40 -2.10
N -0.34 -0.58 -0.70
C -0.98 -0.42 0.58
C -2.12 0.61 0.47
N -3.06 0.31 -0.59
C -4.01 -0.74 -0.26
C -2.37 0.12 -1.85
C -1.25 -0.93 -1.77
H 0.49 2.50 -0.41
H 1.97 3.46 -0.27
H 1.81 2.22 -1.53
H 3.26 2.78 1.65
H 3.05 -2.88 1.18
H 1.33 -2.66 1.47
H 1.94 -2.59 -0.19
H -0.26 -0.10 1.33
H -1.40 -1.39 0.90
H -2.65 0.68 1.42
H -1.68 1.59 0.24
H -4.54 -0.46 0.64
H -4.73 -0.81 -1.07
H -3.55 -1.73 -0.11
H -3.09 -0.16 -2.61
H -1.93 1.09 -2.13
H -0.68 -0.95 -2.70
H -1.67 -1.92 -1.58
*
```

Energy above the lowest of the compared OMol25 structures with the same formula, charge and spin   113.4 kJ/mol

Want to see where the charge sits? The natural (NBO) charges in e are: atom 1 (C): -0.6546, atom 2 (C): 0.1186, atom 3 (C): -0.3630, atom 4 (C): 0.7316, atom 5 (O): -0.5714, atom 6 (O): -0.4573, atom 7 (C): 0.4400, atom 8 (C): -0.6703, atom 9 (C): -0.2829, atom 10 (C): 0.6862, atom 11 (O): -0.6234, atom 12 (N): -0.4390, atom 13 (C): -0.2405, atom 14 (C): -0.2229, atom 15 (N): -0.4386, atom 16 (C): -0.4146, atom 17 (C): -0.2246, atom 18 (C): -0.2530, atom 19 (H): 0.2218, atom 20 (H): 0.2265, atom 21 (H): 0.2492, atom 22 (H): 0.2326, atom 23 (H): 0.2442, atom 24 (H): 0.2309, atom 25 (H): 0.2391, atom 26 (H): 0.2286, atom 27 (H): 0.1909, atom 28 (H): 0.2067, atom 29 (H): 0.1925, atom 30 (H): 0.2035, atom 31 (H): 0.2046, atom 32 (H): 0.1604, atom 33 (H): 0.2067, atom 34 (H): 0.1987, atom 35 (H): 0.2531, atom 36 (H): 0.1897



Here is the molecule C13H18N4O3S from the OMol25 dataset. Energies are from ωB97M-V/def2-TZVPD.

ORCA input file:
```
! RIJCOSX wB97M-V def2-TZVPD def2/J DEFGRID3
* xyz 0 1
C -4.22 -3.87 0.36
O -4.45 -2.82 -0.54
C -3.46 -1.83 -0.57
C -3.49 -0.89 0.65
N -2.47 0.12 0.55
C -2.70 1.39 0.18
S -4.17 2.11 0.02
N -1.57 2.15 -0.04
N -0.37 1.60 0.01
C 0.72 2.24 -0.20
C 0.82 3.70 -0.54
C 1.94 1.44 -0.08
C 3.20 2.01 0.16
C 4.32 1.21 0.29
C 4.27 -0.18 0.19
C 5.51 -0.98 0.35
C 3.00 -0.74 -0.04
N 2.79 -2.16 -0.15
O 3.75 -2.88 -0.36
O 1.65 -2.57 -0.04
C 1.87 0.05 -0.17
H -3.22 -4.29 0.23
H -4.34 -3.55 1.40
H -4.97 -4.63 0.14
H -3.66 -1.24 -1.47
H -2.46 -2.29 -0.65
H -4.46 -0.39 0.71
H -3.33 -1.46 1.57
H -1.50 -0.17 0.55
H -1.74 3.13 -0.26
H 0.83 4.30 0.37
H -0.04 4.01 -1.14
H 1.72 3.90 -1.11
H 3.30 3.07 0.26
H 5.27 1.67 0.48
H 5.38 -1.79 1.07
H 5.78 -1.45 -0.60
H 6.33 -0.35 0.68
H 0.92 -0.42 -0.36
*
```

Energy above the lowest of the compared OMol25 structures with the same formula, charge and spin   464.2 kJ/mol

Want to see where the charge sits? The natural (NBO) charges in e are: atom 1 (C): -0.2514, atom 2 (O): -0.5281, atom 3 (C): -0.0636, atom 4 (C): -0.2552, atom 5 (N): -0.5883, atom 6 (C): 0.2792, atom 7 (S): -0.2545, atom 8 (N): -0.4322, atom 9 (N): -0.2505, atom 10 (C): 0.2236, atom 11 (C): -0.6889, atom 12 (C): -0.0875, atom 13 (C): -0.1666, atom 14 (C): -0.2018, atom 15 (C): 0.0077, atom 16 (C): -0.6297, atom 17 (C): 0.0695, atom 18 (N): 0.5176, atom 19 (O): -0.3722, atom 20 (O): -0.3858, atom 21 (C): -0.1521, atom 22 (H): 0.1661, atom 23 (H): 0.1630, atom 24 (H): 0.1965, atom 25 (H): 0.1971, atom 26 (H): 0.1551, atom 27 (H): 0.2445, atom 28 (H): 0.1947, atom 29 (H): 0.4168, atom 30 (H): 0.3991, atom 31 (H): 0.2378, atom 32 (H): 0.2257, atom 33 (H): 0.2348, atom 34 (H): 0.2174, atom 35 (H): 0.2176, atom 36 (H): 0.2379, atom 37 (H): 0.2431, atom 38 (H): 0.2111, atom 39 (H): 0.2524



Here is the molecule C13H18O from the OMol25 dataset. Energies are from ωB97M-V/def2-TZVPD.

ORCA input file:
```
! RIJCOSX wB97M-V def2-TZVPD def2/J DEFGRID3
* xyz 0 1
C -1.50 3.11 -0.09
C -0.70 2.35 0.32
C 0.20 1.30 0.80
O 0.45 1.48 2.15
C 1.60 1.17 0.19
C 1.70 -0.26 -0.36
C 1.69 -1.15 0.92
C 0.17 -1.34 1.25
C -0.47 -0.28 0.22
C -1.91 -0.30 0.15
C -2.62 -0.36 1.31
C 0.34 -0.45 -1.05
C -0.04 0.50 -2.17
C 0.29 -1.95 -1.61
H -2.13 3.83 -0.53
H -0.39 1.30 2.51
H 2.35 1.33 1.02
H 1.72 1.87 -0.55
H 2.51 -0.46 -0.91
H 2.29 -0.58 1.71
H 2.18 -2.15 0.81
H -0.11 -2.35 1.08
H 0.00 -1.19 2.31
H -2.45 -0.33 -0.78
H -3.62 -0.29 1.44
H -2.15 -0.37 2.35
H -0.88 0.19 -2.71
H 0.77 0.63 -2.86
H -0.23 1.45 -1.82
H 1.08 -1.89 -2.33
H -0.64 -2.29 -2.03
H 0.50 -2.52 -0.74
*
```

Energy above the lowest of the compared OMol25 structures with the same formula, charge and spin   1.2 kJ/mol

Want to see where the charge sits? The natural (NBO) charges in e are: atom 1 (C): -0.2133, atom 2 (C): -0.0453, atom 3 (C): 0.2037, atom 4 (O): -0.6835, atom 5 (C): -0.4124, atom 6 (C): -0.2139, atom 7 (C): -0.4106, atom 8 (C): -0.4202, atom 9 (C): -0.0329, atom 10 (C): -0.2023, atom 11 (C): -0.3699, atom 12 (C): -0.0149, atom 13 (C): -0.6260, atom 14 (C): -0.6111, atom 15 (H): 0.2322, atom 16 (H): 0.4663, atom 17 (H): 0.2294, atom 18 (H): 0.2118, atom 19 (H): 0.2059, atom 20 (H): 0.2172, atom 21 (H): 0.2096, atom 22 (H): 0.2104, atom 23 (H): 0.2203, atom 24 (H): 0.2161, atom 25 (H): 0.1897, atom 26 (H): 0.1714, atom 27 (H): 0.2111, atom 28 (H): 0.2112, atom 29 (H): 0.2234, atom 30 (H): 0.2096, atom 31 (H): 0.2094, atom 32 (H): 0.2076



Here is a structure of composition C13H18O2 from the OMol25 dataset. Energies are from ωB97M-V/def2-TZVPD.

ORCA input file:
```
! RIJCOSX wB97M-V def2-TZVPD def2/J DEFGRID3
* xyz 0 1
C 5.13 -0.10 0.06
C 4.07 -1.17 0.46
C 2.47 -1.01 0.41
C 0.48 -0.29 -0.58
C -0.62 -1.21 -0.69
C -2.05 -0.72 -0.47
C -2.29 0.46 -0.14
C -3.60 1.06 -0.03
C -4.84 0.25 -0.13
C -5.37 -1.16 0.48
C -1.31 1.34 0.30
C 0.07 0.91 0.12
C 1.76 2.32 -0.55
H 6.02 -0.52 -0.27
H 5.24 0.81 0.66
H 4.62 0.51 -0.67
H 4.06 -2.03 -0.43
H 4.11 -1.65 1.63
H 1.96 -2.12 0.60
H 2.09 -0.37 1.40
H -0.43 -2.43 -1.06
H -2.93 -1.16 -1.13
H -3.91 2.11 0.09
H -5.68 0.83 -0.28
H -6.24 -1.06 1.17
H -5.71 -1.82 -0.45
H -4.80 -2.16 1.28
H -1.47 2.33 0.82
H 1.93 1.52 -1.38
H 1.40 3.33 -1.10
H 2.99 2.22 0.02
O 1.73 -0.81 -0.69
O 1.11 1.79 0.56
*
```

Energy above the lowest of the compared OMol25 structures with the same formula, charge and spin   1083.6 kJ/mol

Want to see where the charge sits? The natural (NBO) charges in e are: atom 1 (C): -0.6483, atom 2 (C): -0.4128, atom 3 (C): -0.0599, atom 4 (C): 0.2036, atom 5 (C): -0.1930, atom 6 (C): -0.1968, atom 7 (C): -0.1443, atom 8 (C): -0.1865, atom 9 (C): -0.1591, atom 10 (C): -0.6758, atom 11 (C): -0.2182, atom 12 (C): 0.2685, atom 13 (C): -0.2707, atom 14 (H): 0.2237, atom 15 (H): 0.2186, atom 16 (H): 0.2195, atom 17 (H): 0.2070, atom 18 (H): 0.2230, atom 19 (H): 0.1665, atom 20 (H): 0.1800, atom 21 (H): 0.2375, atom 22 (H): 0.2322, atom 23 (H): 0.2273, atom 24 (H): 0.1771, atom 25 (H): 0.2223, atom 26 (H): 0.2211, atom 27 (H): 0.2158, atom 28 (H): 0.2368, atom 29 (H): 0.1897, atom 30 (H): 0.2040, atom 31 (H): 0.1755, atom 32 (O): -0.5379, atom 33 (O): -0.5467



Here is a structure of composition C13H19BClN6O9P2Rh from the OMol25 dataset. Energies are from ωB97M-V/def2-TZVPD.

ORCA input file:
```
! RIJCOSX wB97M-V def2-TZVPD def2/J DEFGRID3
* xyz 0 1
Rh 0.14 0.28 0.05
C -2.39 2.22 -2.77
C -2.17 1.33 -1.72
N -0.92 1.46 -1.30
N -0.31 2.38 -2.06
C -1.18 2.86 -2.95
B 1.14 2.74 -1.80
N 1.96 1.48 -2.02
C 2.99 1.24 -2.85
C 3.41 -0.06 -2.66
C 2.56 -0.58 -1.68
N 1.71 0.37 -1.31
N 1.25 3.07 -0.31
C 1.65 4.20 0.28
C 1.62 4.02 1.65
C 1.18 2.70 1.81
N 0.96 2.15 0.62
H -3.31 2.36 -3.32
H -2.83 0.63 -1.25
H -0.89 3.62 -3.66
H 1.51 3.65 -2.48
H 3.36 2.02 -3.50
H 4.21 -0.57 -3.16
H 2.52 -1.55 -1.22
H 1.93 5.06 -0.31
H 1.89 4.72 2.41
H 1.04 2.14 2.72
C -0.89 -4.64 -0.67
C -0.90 -3.70 0.53
O -1.39 -4.40 1.66
P -2.03 -2.29 0.17
O -3.33 -2.92 -0.51
O -2.56 -1.82 1.58
O -1.52 -1.16 -0.69
P 0.84 -3.08 0.84
O 0.73 -2.75 2.41
O 1.80 -4.15 0.54
O 0.95 -1.77 0.06
H -1.87 -5.12 -0.77
H -0.14 -5.41 -0.49
H -0.63 -4.11 -1.58
H -1.15 -3.90 2.46
H -3.32 -2.80 -1.47
H -2.45 -0.86 1.70
H 0.80 -1.79 2.59
Cl -0.97 -1.02 4.92
C -1.06 0.55 4.07
C -0.57 0.39 2.65
O -1.38 0.66 1.70
O 0.58 0.00 2.42
H -0.43 1.25 4.61
H -2.10 0.88 4.08
*
```

Energy above the lowest of the compared OMol25 structures with the same formula, charge and spin   120.2 kJ/mol

Want to see where the charge sits? The natural (NBO) charges in e are: atom 1 (Rh): 1.2988, atom 2 (C): -0.3423, atom 3 (C): 0.0088, atom 4 (N): -0.2174, atom 5 (N): -0.3030, atom 6 (C): 0.0112, atom 7 (B): 0.5265, atom 8 (N): -0.3150, atom 9 (C): 0.0092, atom 10 (C): -0.3414, atom 11 (C): 0.0138, atom 12 (N): -0.2383, atom 13 (N): -0.3020, atom 14 (C): 0.0132, atom 15 (C): -0.3387, atom 16 (C): -0.0031, atom 17 (N): -0.2173, atom 18 (H): 0.2402, atom 19 (H): 0.2483, atom 20 (H): 0.2306, atom 21 (H): -0.0165, atom 22 (H): 0.2270, atom 23 (H): 0.2407, atom 24 (H): 0.2828, atom 25 (H): 0.2317, atom 26 (H): 0.2411, atom 27 (H): 0.2344, atom 28 (C): -0.6369, atom 29 (C): -0.4662, atom 30 (O): -0.7110, atom 31 (P): 2.3615, atom 32 (O): -0.9794, atom 33 (O): -0.9974, atom 34 (O): -1.1194, atom 35 (P): 2.3885, atom 36 (O): -1.0341, atom 37 (O): -1.1056, atom 38 (O): -1.2033, atom 39 (H): 0.2193, atom 40 (H): 0.2601, atom 41 (H): 0.2177, atom 42 (H): 0.4980, atom 43 (H): 0.5135, atom 44 (H): 0.5323, atom 45 (H): 0.5274, atom 46 (Cl): -0.0171, atom 47 (C): -0.4839, atom 48 (C): 0.7801, atom 49 (O): -0.7171, atom 50 (O): -0.7231, atom 51 (H): 0.2369, atom 52 (H): 0.2359



Here is the molecule C13H19BN2O2S from the OMol25 dataset. Energies are from ωB97M-V/def2-TZVPD.

ORCA input file:
```
! RIJCOSX wB97M-V def2-TZVPD def2/J DEFGRID3
* xyz 0 1
O 1.64 1.66 1.29
B 1.62 1.41 2.73
O 2.47 2.07 3.51
C 0.49 0.51 3.31
C 1.00 -0.84 3.76
C 1.02 -1.77 2.54
C 0.11 -1.13 1.51
N -0.40 0.21 2.15
C -1.47 0.81 1.74
S -2.05 2.10 2.60
C -2.17 0.39 0.58
N -1.26 0.26 -0.54
C -1.71 -0.53 -1.74
C -0.70 -0.55 -2.76
C 0.62 -0.10 -2.45
C 1.41 0.25 -3.50
C 0.97 0.11 -4.84
C -0.25 -0.44 -5.12
C -1.08 -0.64 -4.06
H 0.79 1.40 0.77
H 3.20 2.43 2.98
H -0.24 0.97 4.02
H 0.40 -1.19 4.60
H 2.00 -0.66 4.18
H 0.62 -2.78 2.81
H 2.03 -1.79 2.18
H 0.74 -0.81 0.68
H -0.67 -1.94 1.16
H -3.02 1.11 0.34
H -2.68 -0.51 0.75
H -0.89 1.14 -0.96
H -2.69 -0.19 -2.13
H -1.90 -1.55 -1.33
H 0.93 0.12 -1.48
H 2.34 0.74 -3.37
H 1.54 0.53 -5.62
H -0.60 -0.20 -6.09
H -2.19 -0.61 -4.20
*
```

Want to see where the charge sits? The natural (NBO) charges in e are: atom 1 (O): -0.9324, atom 2 (B): 1.1357, atom 3 (O): -0.8666, atom 4 (C): -0.4292, atom 5 (C): -0.3963, atom 6 (C): -0.4374, atom 7 (C): -0.2210, atom 8 (N): -0.3728, atom 9 (C): 0.1245, atom 10 (S): -0.2225, atom 11 (C): -0.3014, atom 12 (N): -0.6502, atom 13 (C): -0.2147, atom 14 (C): -0.0500, atom 15 (C): -0.2107, atom 16 (C): -0.2047, atom 17 (C): -0.1933, atom 18 (C): -0.2133, atom 19 (C): -0.1944, atom 20 (H): 0.5103, atom 21 (H): 0.5007, atom 22 (H): 0.2871, atom 23 (H): 0.2179, atom 24 (H): 0.2196, atom 25 (H): 0.2210, atom 26 (H): 0.2166, atom 27 (H): 0.2167, atom 28 (H): 0.2202, atom 29 (H): 0.2170, atom 30 (H): 0.2207, atom 31 (H): 0.3685, atom 32 (H): 0.1818, atom 33 (H): 0.1967, atom 34 (H): 0.2176, atom 35 (H): 0.2104, atom 36 (H): 0.2072, atom 37 (H): 0.2151, atom 38 (H): 0.2057



Here are the calculated maximum force numbers, same order: 0.0197 0.0288 0.0815 0.2095 0.0809 0.0954 (hartree/bohr).
Here are the calculated frontier orbital gap numbers, same order: 9.00 7.63 9.72 8.56 7.81 8.32 (eV).